(1)
Entry from OMol25: a molecular structure, C41H46Cl5N11O6S5Tl (ωB97M-V/def2-TZVPD).

For the energy relative to the best compared isomer or geometry (same formula, charge and spin), the calculation gives 0.039 eV. As for the net charge: -1. As for the multiplicity: 1. Its electronic energy is -193424.2001 eV. Its frontier orbital gap is 0.247 Ha.

Each line ends with the Löwdin charge.
Positions of all 115 atoms, in Å:
1 C 2.268 1.172 3.537  -0.09
2 O -1.219 4.603 -1.772  0.01
3 H -4.475 3.858 1.201  0.07
4 H 1.543 -8.862 2.239  0.10
5 H 2.418 -2.780 2.147  0.08
6 H 4.808 -7.221 0.010  0.11
7 S -3.475 3.249 -4.224  0.72
8 C -2.525 2.824 -6.761  -0.64
9 H -2.280 -1.737 0.657  0.05
10 O -4.598 2.379 -4.121  -0.30
11 C 2.196 -0.168 -3.286  -0.27
12 Cl -0.779 3.135 -6.875  0.59
13 H 5.434 3.491 -0.252  0.09
14 N 1.258 4.756 0.051  0.14
15 N 2.569 3.611 -1.554  0.04
16 S -2.171 3.204 1.447  0.82
17 C -1.943 2.468 3.080  -0.54
18 H 2.828 0.909 6.836  0.09
19 H -3.148 -1.699 2.185  0.08
20 H 0.635 -1.782 0.340  0.11
21 H 3.093 0.923 -1.793  0.04
22 O 2.968 -0.999 0.904  0.00
23 H -4.612 -1.070 0.340  0.07
24 C 3.253 -8.155 1.149  -0.67
25 H -5.306 2.184 -0.350  0.08
26 N 2.331 0.262 -1.902  -0.04
27 C -1.106 -3.087 -2.050  -0.06
28 N -0.503 -1.073 -1.308  -0.01
29 H -1.501 -3.939 -2.576  0.11
30 H 1.863 0.730 -5.215  0.11
31 H 0.394 2.511 -4.110  0.04
32 C 1.837 -5.770 0.849  -0.19
33 C -5.311 6.868 -3.770  -0.07
34 C -3.933 2.911 1.136  -0.52
35 C 0.009 -1.984 -0.516  -0.19
36 H 1.402 -0.917 -3.340  0.10
37 O 0.668 -3.870 1.880  -0.11
38 C 2.234 1.533 4.866  -0.01
39 Cl 4.141 -9.631 1.379  0.66
40 C -2.240 0.975 3.219  -0.51
41 H 3.110 -0.627 -3.691  0.10
42 O -3.091 3.614 -5.726  -0.32
43 H 3.909 -1.161 6.082  0.10
44 N 3.833 3.250 -1.642  0.00
45 H -2.532 3.013 3.823  0.08
46 C 1.986 -8.042 1.693  -0.13
47 H 1.162 -2.623 3.377  0.14
48 H -6.159 7.460 -4.090  0.10
49 C 1.286 -6.859 1.523  -0.56
50 H -0.901 -4.829 0.295  0.11
51 Tl 0.104 1.610 -1.080  0.72
52 H 0.569 -5.026 4.744  0.12
53 C -4.023 4.896 -3.848  -0.21
54 H -2.978 3.192 -7.675  0.08
55 N -0.322 -3.235 -0.925  -0.06
56 H 2.586 1.799 -4.008  0.10
57 H 0.161 -5.244 -1.058  0.14
58 C 1.616 -5.184 4.528  -0.15
59 C 2.832 0.666 5.781  -0.09
60 H -0.253 1.028 -4.120  -0.06
61 C 3.101 -5.941 0.294  -0.05
62 H 1.901 -3.743 0.246  0.15
63 C 3.625 -4.817 3.484  -0.96
64 H -3.892 2.974 -1.021  0.04
65 H 1.766 2.458 5.178  0.11
66 H 2.473 -0.484 -1.230  0.04
67 C -0.034 -4.505 -0.280  -0.07
68 H 2.076 -6.856 5.868  0.07
69 H -0.890 2.663 3.286  0.04
70 H -1.734 -1.218 -3.059  0.01
71 C -3.906 -0.325 0.716  -0.52
72 C 1.153 -4.424 0.674  -0.30
73 C 3.443 -0.508 5.354  -0.08
74 C 1.682 -3.335 2.733  -0.14
75 C -5.123 5.597 -4.298  -0.03
76 C -4.427 7.392 -2.826  -0.07
77 H -5.806 5.172 -5.022  0.12
78 N 2.032 1.097 1.201  0.12
79 H 3.548 -5.108 -0.235  0.12
80 S -3.394 0.746 -0.654  0.82
81 N 2.446 4.215 -0.402  -0.28
82 C 3.818 -7.118 0.432  -0.10
83 C 2.861 0.001 3.111  -0.09
84 N 3.551 4.285 0.300  0.12
85 H 0.576 4.652 -0.699  0.03
86 C -2.751 -1.072 1.382  -0.53
87 H -3.309 0.785 3.124  0.05
88 Cl -0.325 -6.806 2.176  0.75
89 Cl 4.857 -4.175 2.474  0.70
90 O 1.142 2.920 2.319  -0.02
91 H -4.604 8.384 -2.431  0.10
92 C -2.080 4.386 -2.595  -0.50
93 C -1.208 -1.747 -2.276  -0.14
94 N -2.225 3.202 -3.294  -0.07
95 C -3.149 5.397 -2.918  -0.13
96 S -1.379 -0.070 2.010  0.83
97 C 1.826 1.026 -4.157  -0.28
98 C 2.373 -6.143 5.117  -0.41
99 H 0.978 4.181 0.856  0.04
100 C 2.651 -0.040 1.607  -0.45
101 C -4.225 2.296 -0.232  -0.53
102 C 2.329 -4.406 3.563  -0.31
103 H 3.958 -1.763 3.670  0.08
104 H -2.643 7.044 -1.644  0.12
105 C 4.400 3.653 -0.501  -0.23
106 H -4.449 0.274 1.446  0.05
107 C 1.747 1.851 2.292  -0.47
108 C -3.334 6.660 -2.383  0.01
109 C 3.468 -0.857 4.002  -0.02
110 H -1.956 0.665 4.227  0.07
111 S 3.986 -6.128 4.533  0.98
112 Cl -2.391 0.489 -4.793  -0.05
113 H -2.666 1.763 -6.563  -0.05
114 N 0.535 1.571 -3.760  -0.08
115 H -4.321 2.278 1.935  0.05


(2)
Entry from OMol25: a molecular structure, C41H47AsO2RhS2Sb2 in a non-equilibrium geometry (ωB97M-V/def2-TZVPD).

As for the expectation value of S²: 0.7553. For the energy relative to the best compared isomer or geometry (same formula, charge and spin), the calculation gives 1.479 eV. As for the net charge: 0. As for the multiplicity: 2. Its electronic energy is -145959.5018 eV. Its frontier orbital gap (alpha / beta) is 0.236 / 0.246 Ha.

Each line ends with the Löwdin spin population.
Positions of all 96 atoms, in Å:
1 H -1.055 -3.254 -0.046  0.00
2 C 2.299 2.433 -0.440  0.02
3 H 2.426 2.997 7.715  0.00
4 H 1.783 0.623 -4.605  0.00
5 H -1.694 -2.397 -4.314  0.00
6 C -2.943 3.594 6.917  0.00
7 C 4.445 0.407 -2.760  0.00
8 C 1.359 1.618 6.467  0.00
9 C -0.398 1.220 -1.300  0.07
10 H 0.333 -1.869 1.141  0.00
11 H 2.506 5.787 -0.895  0.00
12 H 1.161 -1.026 -4.485  0.00
13 H 2.469 3.665 -2.176  0.00
14 H -2.933 -4.260 -1.255  0.00
15 H -1.113 -0.179 4.481  0.00
16 C 3.385 -2.445 -2.838  0.00
17 C -0.931 -3.493 -1.101  0.00
18 C -2.922 3.026 1.496  0.00
19 S -1.135 -1.922 -2.011  0.02
20 C -4.747 4.605 1.365  0.00
21 H -5.972 4.505 -0.394  0.00
22 H -4.746 2.529 6.445  0.00
23 H 4.122 1.448 -2.827  0.00
24 H -3.957 1.779 4.251  0.00
25 C -2.139 0.173 2.667  0.00
26 H -3.386 4.488 3.009  0.00
27 C -4.391 3.051 -0.426  0.00
28 C -2.026 2.718 4.416  0.01
29 H 2.510 -3.098 -2.833  0.00
30 C 2.409 3.652 -1.094  0.00
31 H 4.039 -2.751 -2.022  0.00
32 C 2.065 1.485 4.159  0.00
33 H -2.731 -4.803 -3.670  0.00
34 H 4.974 0.304 -1.811  0.00
35 C -3.302 2.525 0.256  0.00
36 C 3.063 2.421 4.440  0.00
37 C 5.304 0.055 -3.931  0.00
38 C 2.422 4.838 -0.380  0.00
39 H 2.299 1.523 -1.005  0.01
40 C 2.175 3.579 1.649  0.00
41 C 2.330 2.571 6.725  0.00
42 H -0.981 -4.630 -3.580  0.00
43 C -1.925 -4.271 -3.163  0.00
44 H -5.307 5.421 1.804  0.00
45 H 3.765 2.723 3.670  0.00
46 As 2.745 -0.607 -2.578  0.01
47 H 3.907 -2.560 -3.787  0.00
48 C -3.657 4.076 2.044  0.00
49 H 0.673 -1.875 3.297  0.00
50 O -2.152 -1.095 -1.295  0.03
51 H -1.696 -5.512 -1.371  0.00
52 C -1.230 3.516 5.234  0.00
53 C -5.120 4.092 0.130  0.00
54 H -4.662 2.646 -1.393  0.00
55 C -1.155 -0.683 3.513  0.00
56 C 6.924 -1.386 -5.008  0.00
57 H 4.659 1.725 -5.109  0.00
58 H 2.801 -0.740 -5.129  0.00
59 H 7.568 -2.256 -4.967  0.00
60 H -2.423 -0.192 1.686  0.00
61 O -0.426 -1.318 1.457  0.02
62 H -2.726 1.741 -0.204  0.00
63 C -2.054 -2.766 -3.356  0.00
64 C 2.058 -0.412 -4.402  0.00
65 Sb -1.246 2.116 2.484  0.02
66 H -1.600 -1.674 3.658  0.00
67 Sb 2.068 0.542 2.238  0.01
68 C -3.754 2.805 6.111  0.00
69 C 2.180 2.370 0.951  0.02
70 C -3.298 2.375 4.872  0.00
71 C 3.187 2.970 5.708  0.00
72 H 6.184 -1.676 -3.020  0.00
73 H 2.310 5.716 1.575  0.00
74 H -0.236 3.803 4.905  0.00
75 C 5.292 0.845 -5.080  0.00
76 H 0.463 0.342 5.012  0.00
77 C 0.222 -1.026 2.778  0.00
78 H 2.034 3.593 2.722  0.00
79 H -1.040 4.572 7.094  0.00
80 H 6.047 1.152 -7.060  0.00
81 H -3.300 3.931 7.882  0.00
82 H -3.065 0.267 3.237  0.00
83 H 0.096 -3.823 -1.285  0.00
84 C 6.138 -1.063 -3.912  0.00
85 C 6.892 -0.597 -6.149  0.00
86 H -3.078 -2.419 -3.202  0.00
87 H 0.686 1.298 7.252  0.00
88 C 2.310 4.798 1.000  0.01
89 C -1.679 3.954 6.475  0.00
90 S -0.997 1.933 -2.551  0.00
91 C -1.942 -4.488 -1.652  0.00
92 H 7.506 -0.849 -7.004  0.00
93 Rh 0.177 0.171 0.046  0.71
94 H 3.960 3.702 5.903  0.00
95 C 1.227 1.082 5.192  0.00
96 C 6.074 0.522 -6.179  0.00


(3)
Entry from OMol25: a molecular structure, C41H47BBeF4N7O2 in a non-equilibrium geometry (ωB97M-V/def2-TZVPD).

For the energy relative to the best compared isomer or geometry (same formula, charge and spin), the calculation gives 1.646 eV. As for the net charge: +1. As for the multiplicity: 1. Its electronic energy is -69750.4265 eV. Its frontier orbital gap is 0.220 Ha.

Each line ends with the Löwdin charge.
Positions of all 103 atoms, in Å:
1 N 14.561 0.867 16.940  0.05
2 Be 15.001 -1.517 17.793  0.95
3 H 12.572 -1.354 14.975  0.11
4 H 9.283 5.474 21.409  0.10
5 F 12.514 -1.632 17.311  0.09
6 H 10.413 -5.036 20.221  0.09
7 C 14.586 1.252 21.723  -0.03
8 H 12.750 -6.351 16.338  0.12
9 C 18.141 -2.858 21.305  -0.04
10 H 8.541 0.504 20.893  0.06
11 H 8.454 2.764 17.916  0.08
12 H 8.025 -2.432 19.161  0.07
13 C 15.557 2.238 21.594  -0.05
14 H 8.925 -1.370 17.308  0.09
15 C 8.296 -0.434 21.391  -0.01
16 H 12.447 -1.955 12.431  0.12
17 C 10.112 3.522 21.721  -0.06
18 C 8.367 -0.461 17.123  -0.13
19 F 13.234 -2.137 19.451  0.10
20 C 10.736 2.508 21.038  -0.08
21 C 13.666 -4.512 17.018  -0.11
22 N 7.479 -0.458 16.112  0.05
23 C 16.693 -4.748 21.290  -0.05
24 N 15.466 0.178 19.758  0.03
25 H 16.446 -5.749 21.615  0.12
26 H 17.018 -6.290 16.905  0.11
27 C 15.364 2.650 15.461  -0.05
28 H 19.124 -2.485 21.556  0.11
29 C 13.479 1.644 17.147  -0.10
30 F 11.835 -0.399 19.024  0.12
31 C 17.254 -2.246 20.439  -0.15
32 C 13.309 -2.110 13.062  -0.04
33 N 10.589 3.663 18.902  0.06
34 H 18.443 -4.785 22.351  0.12
35 C 15.521 -3.123 13.302  -0.03
36 C 14.594 0.244 20.773  -0.12
37 H 11.417 1.773 19.256  0.07
38 H 12.546 3.522 17.119  0.10
39 H 13.239 -3.988 21.973  0.07
40 N 16.060 -2.756 20.105  0.04
41 C 13.290 2.916 16.617  -0.03
42 C 15.517 -2.647 14.609  -0.16
43 H 6.790 2.805 15.900  0.10
44 H 7.179 -3.523 20.435  0.09
45 C 15.764 -3.995 20.591  -0.13
46 H 9.982 3.470 22.792  0.11
47 C 8.124 1.893 17.366  -0.08
48 H 11.007 1.599 21.559  0.10
49 H 16.413 0.885 16.014  0.10
50 C 13.403 -1.724 14.386  -0.12
51 C 14.388 -2.784 12.553  -0.07
52 H 16.860 -4.134 17.743  0.11
53 H 8.089 -0.164 22.429  0.08
54 C 8.757 0.723 17.790  -0.05
55 H 9.575 0.759 18.492  0.07
56 C 16.025 -5.870 16.965  -0.03
57 N 14.770 -3.851 17.416  0.05
58 H 11.760 -3.820 23.107  0.09
59 H 8.895 -2.962 20.548  0.05
60 O 6.149 -1.163 20.592  0.07
61 C 7.242 1.910 16.303  -0.06
62 C 11.628 -5.398 21.838  -0.51
63 C 9.802 4.642 20.951  -0.06
64 H 14.884 -4.443 20.149  0.10
65 N 14.486 -1.950 15.130  0.03
66 B 12.156 -1.702 18.675  -1.35
67 H 9.629 5.462 18.917  0.11
68 H 14.305 -3.132 11.530  0.11
69 H 13.753 1.264 22.408  0.11
70 H 16.204 3.042 14.907  0.11
71 H 12.141 -5.271 19.794  0.07
72 C 16.495 2.200 20.584  -0.04
73 H 16.389 -2.820 15.227  0.09
74 C 7.325 -1.401 20.711  -0.47
75 H 16.289 -3.721 12.838  0.11
76 H 17.218 0.985 18.999  0.11
77 C 10.924 2.644 19.674  -0.19
78 H 14.174 4.430 15.337  0.12
79 H 12.684 -4.105 17.230  0.12
80 H 17.271 2.920 20.371  0.11
81 H 13.813 -0.504 20.809  0.10
82 C 7.888 -2.735 20.202  -0.01
83 H 9.231 -0.991 21.503  0.06
84 H 11.181 -6.682 20.156  0.09
85 C 14.248 3.447 15.781  -0.04
86 C 14.858 -6.518 16.583  -0.03
87 H 14.848 -7.531 16.203  0.12
88 C 11.310 -5.630 20.405  -0.02
89 C 12.159 -3.995 22.108  -0.01
90 C 13.655 -5.812 16.577  -0.03
91 H 11.728 -3.284 21.403  0.06
92 C 16.411 1.121 19.709  -0.16
93 O 11.515 -6.225 22.711  0.08
94 C 15.486 1.436 16.107  -0.15
95 H 15.409 3.092 22.244  0.12
96 C 9.974 4.670 19.567  -0.12
97 C 17.846 -4.146 21.712  -0.06
98 C 15.911 -4.568 17.453  -0.16
99 H 17.485 -1.256 20.070  0.08
100 F 11.061 -2.562 18.858  0.12
101 H 6.220 0.622 14.916  0.10
102 H 12.877 1.298 17.976  0.08
103 C 6.925 0.684 15.737  -0.16


(4)
Entry from OMol25: a molecular structure, C41H47BCl3HfN8O9P in a non-equilibrium geometry (ωB97M-V/def2-TZVPD).

For the energy relative to the best compared isomer or geometry (same formula, charge and spin), the calculation gives 3.030 eV. As for the net charge: 0. As for the multiplicity: 1. Its electronic energy is -122468.1523 eV. Its frontier orbital gap is 0.277 Ha.

Each line ends with the Löwdin charge.
Positions of all 111 atoms, in Å:
1 H -0.768 -0.504 -5.589  0.11
2 C -4.164 2.111 -1.899  -0.03
3 H 1.760 -0.302 -2.294  0.12
4 C 1.806 3.933 3.682  -0.02
5 C -2.507 2.050 -0.113  -0.12
6 H -0.399 -1.691 5.584  0.12
7 H 1.818 -5.051 0.793  0.09
8 H 5.390 0.231 4.570  0.13
9 C -0.786 -2.020 4.633  0.01
10 C 1.047 -5.440 0.128  -0.15
11 N -0.406 1.113 2.853  -0.07
12 C -0.973 -1.070 3.630  -0.22
13 C -0.930 3.410 3.549  -0.04
14 C -0.156 -4.497 0.114  -0.21
15 H -1.591 0.026 -4.099  0.10
16 H -0.280 -3.985 1.069  0.07
17 P -0.578 -2.041 -1.079  0.63
18 H 2.580 -5.691 -1.411  0.11
19 O 3.197 0.552 0.770  -0.22
20 C -0.691 -0.440 -4.504  -0.16
21 H -3.057 -0.783 -0.173  0.10
22 H 0.920 -6.034 -1.949  0.11
23 H 0.766 -6.444 0.444  0.11
24 H -1.072 -5.056 -0.115  0.11
25 H 4.161 2.988 -3.017  0.12
26 H 1.164 -3.795 -2.765  0.10
27 C -4.532 3.364 0.245  -0.03
28 H -4.064 3.915 1.057  0.09
29 C -2.808 -3.628 -1.706  -0.21
30 H 0.246 0.515 -1.874  0.08
31 C -4.168 -3.169 -2.228  -0.16
32 Cl 1.473 6.422 4.621  0.67
33 H -4.853 2.764 -2.430  0.09
34 H 4.876 -0.938 -0.129  0.15
35 N -2.196 -2.432 -1.146  -0.19
36 O 1.488 -1.239 2.308  -0.50
37 C 6.229 -0.963 2.979  -0.04
38 N 4.154 0.075 1.496  -0.12
39 H -3.409 4.787 -1.823  0.09
40 C 1.627 5.176 -3.641  -0.09
41 N 0.013 -1.458 -2.522  -0.17
42 H 3.544 4.860 -4.519  0.10
43 C -3.482 2.899 -0.772  -0.57
44 H 0.259 -2.372 -4.397  0.12
45 C -2.716 4.097 -1.347  -0.03
46 C 3.421 1.540 3.363  -0.43
47 C 0.713 -0.176 -2.582  -0.18
48 H -4.083 -2.799 -3.250  0.11
49 O -0.427 -1.007 -0.010  -0.41
50 N -1.468 -1.356 2.432  0.11
51 C 0.546 0.317 -4.024  -0.14
52 H -1.989 3.197 3.565  0.12
53 C 0.889 4.906 4.043  -0.68
54 H -2.182 4.619 -0.557  0.10
55 C -1.666 -3.633 3.134  -0.07
56 H -2.290 -2.800 1.252  0.09
57 C 4.273 0.426 2.792  -0.06
58 C -3.157 -1.333 -1.109  -0.21
59 C 1.047 3.755 -1.848  -0.21
60 H -0.926 -4.107 5.102  0.11
61 C -1.839 -2.608 2.215  -0.16
62 O 0.342 3.164 -0.849  0.09
63 C 5.051 -0.744 0.919  -0.01
64 C -0.022 2.435 3.177  -0.25
65 H -2.975 -0.640 -1.939  0.10
66 H -2.959 -4.372 -0.915  0.11
67 N 0.109 -3.555 -0.968  -0.18
68 C 5.317 -0.091 3.542  0.03
69 H 2.862 4.125 3.780  0.11
70 C -4.509 -2.016 -1.285  -0.16
71 H -0.233 5.328 -2.550  0.11
72 H -2.181 -4.078 -2.474  0.11
73 H -4.908 -3.967 -2.207  0.11
74 H 2.172 -3.312 -1.390  0.10
75 H -1.406 -2.385 -3.771  0.10
76 H -5.068 2.514 0.663  0.09
77 C 1.368 2.685 3.245  -0.21
78 B 1.120 2.106 -0.327  -0.56
79 C 3.205 3.480 -2.927  0.01
80 C 0.705 4.810 -2.670  0.00
81 H 7.039 -1.373 3.563  0.11
82 O 3.110 -2.812 1.599  -0.38
83 O 2.318 2.103 -1.059  0.09
84 N -1.689 1.407 0.370  0.22
85 C 2.276 3.094 -1.978  -0.21
86 H 0.436 1.400 -4.076  0.11
87 N 2.185 1.624 2.862  0.03
88 Cl -1.621 5.841 4.449  0.66
89 C -0.473 4.652 3.968  -0.69
90 O 2.002 -1.486 -0.006  -0.51
91 O 3.965 2.238 4.214  0.05
92 C 1.538 -5.392 -1.318  -0.15
93 O -0.685 0.740 5.106  0.08
94 H -1.958 -4.641 2.892  0.10
95 H -1.992 3.759 -2.083  0.08
96 H -4.725 1.272 -1.495  0.08
97 H -5.248 4.015 -0.252  0.09
98 H -5.265 -1.349 -1.695  0.11
99 Hf 0.866 0.508 1.220  1.79
100 Cl 1.819 -2.232 1.249  0.92
101 C 2.850 4.529 -3.761  -0.10
102 H -4.864 -2.402 -0.329  0.12
103 H 1.412 0.029 -4.622  0.12
104 C -0.659 0.364 3.941  -0.48
105 C 6.095 -1.281 1.634  -0.04
106 C -1.104 -3.336 4.367  -0.05
107 C -0.491 -1.799 -3.836  -0.20
108 H 1.389 5.985 -4.316  0.10
109 C 1.322 -3.929 -1.694  -0.19
110 H 6.798 -1.931 1.138  0.11
111 H -3.430 1.735 -2.608  0.08